Record 1
Computed, not measured: a structure of composition C39H53N2O9PPbS3, with ωB97M-V with the def2-TZVPD basis set.

Geometry as XYZ:
```
108
Properties=species:S:1:pos:R:3
Pb -0.30 0.96 0.28
C 0.57 4.17 -0.04
O 1.91 4.67 -0.14
C 2.93 3.88 0.29
C 4.18 4.09 -0.27
C 5.30 3.36 0.10
C 5.23 2.37 1.06
C 3.98 2.16 1.64
C 3.50 1.29 2.65
N 2.24 1.52 2.86
N 1.48 0.98 3.81
C 0.14 1.06 3.75
O -0.55 1.61 2.87
C -0.55 0.37 4.89
C -1.93 0.54 5.02
C -2.62 -0.11 6.02
C -1.95 -0.93 6.92
C -0.57 -1.10 6.80
C 0.12 -0.45 5.79
C 2.86 2.90 1.27
O 1.78 2.52 2.01
H -0.06 4.95 -0.44
H 0.29 3.96 1.00
H 0.46 3.27 -0.64
H 4.24 4.86 -1.04
H 6.25 3.56 -0.39
H 6.09 1.79 1.35
H 4.02 0.52 3.21
H -2.44 1.19 4.31
H -3.69 0.02 6.11
H -2.49 -1.43 7.71
H -0.05 -1.75 7.49
H 1.19 -0.59 5.67
C -4.61 3.28 0.07
C -4.28 3.21 -1.43
S -2.69 2.43 -1.87
C -3.18 0.72 -2.27
C -3.97 -0.03 -1.20
S -3.20 0.08 0.45
C -4.60 -0.09 1.59
C -5.27 1.23 1.96
S -5.98 2.17 0.57
H -4.93 4.29 0.33
H -3.74 3.03 0.66
H -4.19 4.22 -1.84
H -5.07 2.70 -2.00
H -2.23 0.23 -2.50
H -3.78 0.77 -3.18
H -4.02 -1.09 -1.47
H -4.98 0.37 -1.12
H -4.15 -0.53 2.49
H -5.30 -0.80 1.16
H -4.56 1.89 2.47
H -6.11 1.04 2.63
C -1.86 -3.61 2.08
C -0.38 -3.86 2.29
C -0.15 -5.31 2.72
C 0.19 -2.92 3.34
O 0.38 -3.72 1.06
P 0.52 -2.53 -0.01
O 1.88 -2.58 -0.53
O 0.03 -1.20 0.59
O -0.64 -2.82 -1.09
C -0.78 -3.97 -1.96
C -1.44 -3.42 -3.22
C -1.70 -4.98 -1.29
C 0.55 -4.63 -2.30
H -2.40 -3.75 3.02
H -2.27 -4.30 1.34
H -2.01 -2.59 1.72
H -0.67 -5.50 3.66
H 0.91 -5.50 2.84
H -0.54 -5.99 1.96
H -0.26 -3.10 4.32
H 0.00 -1.88 3.05
H 1.27 -3.06 3.42
H -2.40 -2.97 -2.98
H -1.60 -4.23 -3.94
H -0.80 -2.66 -3.69
H -2.65 -4.50 -1.01
H -1.22 -5.37 -0.39
H -1.91 -5.80 -1.97
H 1.24 -3.93 -2.77
H 0.37 -5.47 -2.98
H 1.04 -5.00 -1.40
C 4.84 1.91 -6.61
C 3.94 1.74 -5.41
C 3.53 0.48 -4.99
C 2.69 0.30 -3.90
C 2.29 -1.08 -3.48
C 2.26 1.43 -3.20
C 2.64 2.71 -3.61
C 2.12 3.93 -2.89
C 3.47 2.85 -4.72
C 1.38 1.30 -1.99
O 0.15 1.00 -2.15
O 1.86 1.55 -0.84
H 5.24 0.95 -6.93
H 5.68 2.56 -6.38
H 4.30 2.35 -7.45
H 3.89 -0.39 -5.53
H 2.49 -1.80 -4.28
H 1.23 -1.12 -3.23
H 2.82 -1.41 -2.58
H 2.31 3.84 -1.82
H 1.04 4.02 -3.02
H 2.60 4.84 -3.25
H 3.77 3.84 -5.04
```

multiplicity	1
energy relative to the best compared isomer or geometry (same formula, charge and spin)	0.000	eV
molecular weight	1028.23	g/mol



Record 2
Computed, not measured: a structure of composition C39H54BN9O2Ru at a distorted geometry, with ωB97M-V with the def2-TZVPD basis set.

Geometry as XYZ:
```
106
Properties=species:S:1:pos:R:3
Ru 0.92 0.18 -1.14
C 0.14 1.63 -4.08
C -0.74 2.71 -3.46
C 0.00 4.05 -3.35
C -1.28 2.31 -2.12
C -2.33 2.96 -1.48
C -2.51 2.30 -0.26
C -3.40 2.92 0.78
C -2.65 4.15 1.31
C -3.88 2.08 1.95
N -1.63 1.28 -0.22
N -0.87 1.30 -1.35
B -1.63 -0.02 0.64
N -0.44 -0.01 1.63
N 0.80 0.06 1.12
C 1.68 0.01 2.10
C 0.99 -0.09 3.31
C -0.36 -0.10 2.98
C -1.49 -0.15 3.95
C -1.41 -1.42 4.80
C -1.44 1.09 4.86
C 3.16 0.02 1.86
C 3.80 -1.25 2.42
C 3.80 1.27 2.48
N -1.50 -1.22 -0.37
N -0.59 -1.28 -1.38
C -0.92 -2.31 -2.18
C -2.04 -2.93 -1.64
C -2.38 -2.23 -0.50
C -3.57 -2.62 0.33
C -3.29 -2.82 1.81
C -4.74 -1.66 0.08
C -0.30 -2.78 -3.46
C 0.88 -1.95 -3.94
C 0.12 -4.25 -3.33
H 0.61 2.00 -4.98
H -0.47 0.77 -4.32
H 0.95 1.34 -3.38
H -1.61 2.86 -4.12
H 0.85 3.97 -2.68
H -0.67 4.82 -2.98
H 0.36 4.35 -4.33
H -2.88 3.79 -1.84
H -4.28 3.28 0.24
H -1.77 3.84 1.87
H -3.30 4.72 1.97
H -2.33 4.80 0.50
H -3.05 1.77 2.58
H -4.44 1.21 1.63
H -4.55 2.69 2.56
H -2.63 -0.12 1.21
H 1.42 -0.14 4.29
H -2.44 -0.14 3.42
H -0.49 -1.45 5.37
H -1.45 -2.31 4.17
H -2.25 -1.45 5.49
H -0.52 1.09 5.45
H -2.28 1.08 5.54
H -1.47 2.01 4.28
H 3.32 0.05 0.77
H 3.73 -1.27 3.51
H 4.85 -1.29 2.15
H 3.30 -2.13 2.03
H 3.69 1.26 3.56
H 3.34 2.17 2.09
H 4.86 1.29 2.24
H -2.55 -3.78 -2.04
H -3.87 -3.59 -0.07
H -3.06 -1.89 2.31
H -2.47 -3.52 1.96
H -4.18 -3.24 2.28
H -4.51 -0.65 0.39
H -5.61 -2.00 0.63
H -4.99 -1.64 -0.98
H -1.10 -2.72 -4.21
H 1.67 -1.93 -3.19
H 0.58 -0.93 -4.17
H 1.29 -2.40 -4.84
H 0.97 -4.34 -2.66
H 0.41 -4.63 -4.31
H -0.69 -4.87 -2.95
O 4.69 -1.51 -2.51
C 3.62 -1.37 -1.93
N 2.96 -0.19 -1.78
C 3.70 0.94 -2.08
O 4.77 0.93 -2.68
C 3.12 2.12 -1.46
C 3.84 3.32 -1.34
C 3.29 4.36 -0.63
C 2.03 4.17 -0.01
C 1.40 2.96 -0.15
N 1.90 1.96 -0.87
C 2.93 -2.47 -1.22
C 3.44 -3.77 -1.24
C 2.78 -4.74 -0.51
C 1.66 -4.37 0.24
C 1.25 -3.05 0.23
N 1.86 -2.13 -0.49
H 4.81 3.38 -1.79
H 3.80 5.31 -0.53
H 1.58 4.96 0.56
H 0.45 2.79 0.34
H 4.31 -3.98 -1.84
H 3.13 -5.76 -0.50
H 1.12 -5.10 0.82
H 0.41 -2.73 0.83
```

multiplicity	6
energy relative to the best compared isomer or geometry (same formula, charge and spin)	1.605	eV
molecular weight	792.80	g/mol
total charge	+1



Record 3
Computed, not measured: a structure of composition C39H54Br2F12GaO2S at a distorted geometry, with ωB97M-V with the def2-TZVPD basis set.

Geometry as XYZ:
```
111
Properties=species:S:1:pos:R:3
C 1.40 6.52 4.84
C 2.40 6.27 3.61
C 2.05 4.94 2.78
C 3.35 4.02 2.62
C 3.47 3.44 1.11
C 4.54 4.25 0.23
C 3.84 5.22 -0.84
C 3.82 4.64 -2.32
C 2.51 5.12 -3.09
C 2.36 4.37 -4.49
Ga 1.33 2.58 -4.35
C 2.48 0.96 -3.83
C 2.65 0.71 -2.26
C 3.83 -0.40 -2.09
C 3.20 -1.78 -1.53
C 4.25 -2.98 -1.62
F 5.30 -2.59 -0.73
F 4.89 -3.06 -2.87
C 3.74 -4.37 -1.06
F 4.78 -5.29 -1.20
F 3.51 -4.26 0.32
S 2.20 -5.10 -1.83
F 1.17 -4.07 -1.07
F 2.14 -6.18 -0.52
F 3.14 -6.25 -2.60
F 2.28 -4.21 -3.21
F 0.88 -5.87 -2.46
C -0.32 2.91 -3.18
C -0.96 1.61 -2.52
C -2.18 2.08 -1.56
F -2.78 3.28 -1.97
Br -1.43 2.45 0.27
C -3.34 0.95 -1.47
F -3.02 -0.09 -0.57
F -3.65 0.45 -2.75
Br -5.00 1.89 -0.85
C 0.62 2.19 -6.29
O 0.72 0.74 -6.48
O -0.19 0.12 -5.63
H 1.85 7.36 5.48
H 1.27 5.61 5.50
H 0.38 6.87 4.48
H 2.40 7.14 2.88
H 3.45 6.20 4.04
H 1.69 5.23 1.75
H 1.25 4.36 3.34
H 3.27 3.16 3.36
H 4.30 4.59 2.86
H 3.87 2.38 1.22
H 2.46 3.40 0.61
H 5.22 4.87 0.91
H 5.22 3.48 -0.27
H 4.41 6.21 -0.82
H 2.77 5.37 -0.50
H 4.74 5.01 -2.89
H 3.86 3.50 -2.37
H 2.65 6.24 -3.31
H 1.59 5.05 -2.43
H 3.35 4.29 -5.06
H 1.70 5.05 -5.14
H 2.15 -0.01 -4.35
H 3.54 1.15 -4.24
H 1.74 0.22 -1.77
H 2.96 1.62 -1.67
H 4.23 -0.66 -3.12
H 4.69 -0.03 -1.45
H 2.22 -2.00 -2.04
H 2.97 -1.67 -0.42
H -1.13 3.35 -3.87
H -0.19 3.70 -2.36
H -1.31 0.90 -3.33
H -0.27 1.03 -1.84
H -0.44 2.58 -6.44
H 1.38 2.66 -7.00
H -0.03 -0.84 -5.66
C -2.46 -7.27 2.57
C -1.90 -6.82 1.38
C -0.57 -6.43 1.34
C 0.21 -6.50 2.49
C -0.34 -6.96 3.68
C -1.68 -7.33 3.72
H -3.50 -7.57 2.60
H -2.51 -6.77 0.48
H -0.13 -6.07 0.41
H 1.26 -6.20 2.46
H 0.27 -7.01 4.57
H -2.12 -7.68 4.65
C -3.28 -0.94 2.35
C -2.87 -2.24 2.11
C -2.43 -3.04 3.16
C -2.43 -2.54 4.46
C -2.85 -1.24 4.70
C -3.27 -0.44 3.65
H -3.62 -0.31 1.53
H -2.88 -2.63 1.10
H -2.10 -4.06 2.97
H -2.09 -3.17 5.28
H -2.84 -0.85 5.71
H -3.59 0.58 3.84
C -8.96 -2.29 3.21
C -9.40 -2.55 1.92
C -8.48 -2.69 0.89
C -7.12 -2.56 1.15
C -6.68 -2.29 2.44
C -7.60 -2.15 3.47
H -9.68 -2.18 4.02
H -10.46 -2.66 1.71
H -8.82 -2.89 -0.12
H -6.40 -2.66 0.34
H -5.62 -2.19 2.65
H -7.26 -1.94 4.48
```

calculated total energy	-281312.5334	eV
multiplicity	1
molecular weight	1044.43	g/mol
total charge	-1



Record 4
Computed, not measured: a structure of composition C39H54BrIrN4OSSi2 at a distorted geometry, with ωB97M-V with the def2-TZVPD basis set.

Geometry as XYZ:
```
103
Properties=species:S:1:pos:R:3
Ir 0.42 -0.38 -1.28
C -4.79 1.55 -0.83
Si -2.94 1.33 -0.66
C -2.19 2.50 -1.90
C -2.50 1.73 1.11
C -2.56 -0.49 -1.11
C -2.21 -0.80 -2.49
C -3.16 -1.22 -3.45
C -2.82 -1.28 -4.78
C -1.51 -0.95 -5.16
C -0.61 -0.62 -4.19
N -0.94 -0.60 -2.88
Si -3.67 -1.82 -0.28
C -3.15 -3.53 -0.83
C -5.46 -1.66 -0.81
C -3.59 -1.61 1.57
H -5.04 2.61 -0.71
H -5.35 1.01 -0.07
H -5.15 1.25 -1.82
H -2.35 3.53 -1.56
H -2.68 2.40 -2.88
H -1.13 2.36 -2.06
H -2.71 2.78 1.30
H -1.46 1.55 1.32
H -3.10 1.14 1.81
H -4.17 -1.42 -3.12
H -3.56 -1.56 -5.51
H -1.21 -0.95 -6.20
H 0.40 -0.33 -4.43
H -3.26 -3.67 -1.91
H -3.77 -4.28 -0.33
H -2.12 -3.74 -0.57
H -5.63 -1.81 -1.88
H -5.90 -0.71 -0.54
H -6.02 -2.45 -0.30
H -2.68 -1.10 1.89
H -3.62 -2.59 2.06
H -4.45 -1.04 1.93
C 0.53 5.10 2.60
C 1.01 4.62 1.22
C -0.01 5.07 0.17
C 2.36 5.27 0.89
C 1.19 3.10 1.24
C 0.59 2.28 0.30
C 0.75 0.90 0.33
Br 1.20 1.55 -2.59
C 1.50 0.38 1.40
O 1.52 -1.02 1.45
C 2.25 1.16 2.29
C 2.03 2.53 2.19
C 3.35 0.61 3.22
C 4.06 1.75 3.97
C 2.87 -0.38 4.29
C 4.40 -0.10 2.36
H 0.34 6.18 2.58
H 1.27 4.91 3.38
H -0.40 4.60 2.88
H -0.15 6.15 0.23
H -0.98 4.60 0.33
H 0.32 4.83 -0.84
H 2.26 6.36 0.89
H 2.71 4.96 -0.09
H 3.12 5.01 1.63
H -0.02 2.73 -0.47
H 2.55 3.18 2.87
H 3.39 2.27 4.65
H 4.50 2.48 3.28
H 4.87 1.33 4.56
H 2.06 0.03 4.89
H 3.70 -0.60 4.96
H 2.54 -1.33 3.86
H 4.83 0.59 1.62
H 3.98 -0.96 1.84
H 5.22 -0.46 2.99
S -1.10 -3.41 2.90
C -0.97 -2.00 3.85
C -0.13 -1.07 3.32
C 0.46 -1.55 2.12
C -0.06 -2.75 1.70
C 0.13 -3.36 0.40
C 0.15 -4.76 0.32
C 0.26 -5.40 -0.89
C 0.33 -4.62 -2.03
C 0.28 -3.25 -1.89
N 0.19 -2.59 -0.72
H -1.52 -1.93 4.78
H 0.08 -0.12 3.77
H 0.09 -5.32 1.24
H 0.29 -6.48 -0.95
H 0.40 -5.05 -3.02
H 0.28 -2.63 -2.77
C 2.54 -2.34 -4.10
C 3.07 -1.68 -2.87
N 2.45 -1.06 -1.88
C 3.44 -0.58 -1.03
C 4.65 -0.93 -1.51
N 4.40 -1.62 -2.67
H 1.49 -2.14 -4.25
H 2.69 -3.42 -4.06
H 3.07 -1.96 -4.98
H 3.20 0.00 -0.17
H 5.65 -0.74 -1.15
H 5.09 -2.02 -3.28
```

multiplicity	2
energy relative to the best compared isomer or geometry (same formula, charge and spin)	2.105	eV
molecular weight	955.25	g/mol
total charge	+1